Entry 1:
# C32H54AsBBr2CsN7O3Si3

A molecular structure, C32H54AsBBr2CsN7O3Si3 at a distorted geometry (ωB97M-V/def2-TZVPD, the OMol25 dataset).

Values from the calculation:
Gap between HOMO and LUMO = 6.07 eV
Energy above the lowest of the compared OMol25 structures with the same formula, charge and spin = 62.4 kJ/mol
Net charge = -2
Largest force on an atom = 2.4 eV/Å
2S+1 = 1
Highest occupied orbital energy = -0.087 hartree
LUMO level = 0.1356 hartree

Structure (XYZ):
```
104
C32H54AsBBr2CsN7O3Si3 ωB97M-V/def2-TZVPD
Cs -1.51561 -0.08876 0.70129
Br -6.67034 -0.21458 1.86956
C -5.36235 -0.43410 3.22822
C -5.75543 -0.26416 4.54812
C -4.86616 -0.42323 5.57621
Br -5.47648 -0.19567 7.37076
C -3.51978 -0.75916 5.31006
C -2.53638 -0.96168 6.30302
C -1.26772 -1.30664 5.93959
C -0.97165 -1.42956 4.57086
N -1.85047 -1.22528 3.62932
C -3.11432 -0.91645 3.96033
C -4.05457 -0.77942 2.82994
O -3.68709 -0.96231 1.65613
H -6.78663 -0.00696 4.75913
H -2.80510 -0.85152 7.34757
H -0.49867 -1.48154 6.68292
H 0.01933 -1.71065 4.24046
B 2.16922 -3.20322 -0.68439
N 3.19490 -2.26262 0.01492
C 4.06519 -2.58729 0.97634
C 4.83917 -1.47836 1.26552
C 4.33687 -0.50304 0.39567
N 3.34833 -0.98422 -0.34359
N 1.17042 -3.80285 0.33577
C 1.24846 -5.00556 0.92492
C 0.23214 -5.11009 1.85157
C -0.43213 -3.88109 1.74514
N 0.13860 -3.11186 0.83590
H 2.77196 -4.15043 -1.15571
H 1.60132 -2.53745 -1.50188
H 4.07160 -3.58194 1.38451
H 5.63167 -1.39402 1.98820
H 4.64880 0.52237 0.26992
H 2.01705 -5.69687 0.62781
H -0.00022 -5.94426 2.48823
H -1.29436 -3.51555 2.27285
C 2.04730 2.03984 2.11356
C 2.98511 2.92571 2.97372
N 2.88162 2.55755 4.38616
C 1.48795 2.72520 4.80967
C 0.54297 1.84978 3.94759
N 1.32499 1.10575 2.96606
C 2.29388 0.26700 3.65880
C 3.23998 1.14519 4.51590
H 2.60267 1.46106 1.37679
H 1.31711 2.64351 1.58026
H 2.72690 3.98498 2.87882
H 4.03159 2.81072 2.67127
H 1.23642 3.78616 4.72159
H 1.42658 2.45844 5.87069
H -0.19523 2.44075 3.40598
H -0.00139 1.12996 4.56261
H 2.84841 -0.31179 2.91316
H 1.74942 -0.44057 4.28504
H 4.28180 1.02900 4.20031
H 3.18505 0.87712 5.57591
C -0.01424 -3.28701 -4.13998
Si -0.95376 -1.72824 -4.61968
C -0.47839 -1.37287 -6.41748
C -2.80284 -2.13419 -4.58925
As -0.57994 -0.07828 -2.97472
Si -2.08349 1.58588 -3.71671
C -2.41432 1.55914 -5.58561
C -3.72950 1.26935 -2.86233
C -1.48785 3.32485 -3.32804
Si 1.49450 0.80233 -3.63447
C 1.42711 1.84736 -5.21722
C 2.68847 -0.62871 -3.87787
C 2.11197 1.89772 -2.24282
H -0.57004 -4.15734 -4.49562
H 0.13113 -3.38946 -3.07219
H 0.97004 -3.31735 -4.60192
H -0.75024 -2.25979 -6.99583
H 0.59536 -1.23587 -6.52187
H -0.98061 -0.51609 -6.85465
H -2.95338 -3.14244 -4.97832
H -3.38157 -1.44998 -5.20501
H -3.20973 -2.10282 -3.58217
H -3.02061 0.70950 -5.87931
H -1.50389 1.54311 -6.17714
H -2.96399 2.46585 -5.84530
H -4.22915 0.39021 -3.26419
H -4.39267 2.12598 -2.99631
H -3.60297 1.12184 -1.79256
H -0.43004 3.47236 -3.51847
H -1.65634 3.54318 -2.28371
H -2.05456 4.02464 -3.94869
H 1.36401 1.23554 -6.11403
H 2.34605 2.43374 -5.27092
H 0.59378 2.54364 -5.22400
H 2.35990 -1.31942 -4.65087
H 2.81499 -1.18380 -2.94710
H 3.66200 -0.22973 -4.17249
H 1.65410 2.88262 -2.28521
H 3.19354 2.00797 -2.33155
H 1.87428 1.47121 -1.27703
C -0.33168 4.18313 0.20753
C -0.89485 2.76228 0.36508
O -0.74374 1.98726 -0.60677
O -1.47175 2.48818 1.43480
H 0.58337 4.17638 -0.37892
H -0.16753 4.64839 1.17694
H -1.06362 4.78438 -0.33511
```

Mulliken population analysis, charges in e, atoms 1 to 6: atom 1 (Cs): 1.50, atom 2 (Br): -0.26, atom 3 (C): -0.17, atom 4 (C): -0.30, atom 5 (C): -0.06, atom 6 (Br): -0.32


Entry 2:
# C32H54BF18N4O6P2S2

3 unconnected molecules or ions with the total composition C32H54BF18N4O6P2S2 at a distorted geometry (ωB97M-V/def2-TZVPD, the OMol25 dataset).

Values from the calculation:
Gap between HOMO and LUMO = 8.70 eV
Net charge = +1
Largest force on an atom = 4.1 eV/Å
2S+1 = 1
Highest occupied orbital energy = -0.412 hartree
LUMO level = -0.0924 hartree

Structure (XYZ):
```
119
C32H54BF18N4O6P2S2 ωB97M-V/def2-TZVPD
C 5.00479 -3.26007 1.01769
C 4.44739 -1.80592 1.29802
C 3.34989 -1.36110 0.22399
C 1.98502 -1.18922 0.96397
C 1.39487 -2.67062 0.95686
C 0.97691 -0.06235 0.38192
P -0.68194 -0.72399 0.95631
S -2.26463 0.38479 0.98984
C 1.11274 0.19812 -1.18180
C 1.05737 -1.00839 -2.15869
C -0.30467 -1.54646 -2.65484
C -0.14951 -3.05419 -3.08310
F -0.59891 -0.85176 -3.87337
N 0.62048 1.57897 -1.61817
C -0.83845 1.59010 -1.94625
B -1.78050 2.80905 -1.49814
O -2.57112 3.45707 -2.47356
O -1.92140 3.28835 -0.20443
C 1.29758 1.86219 -2.92381
C 1.01679 3.23223 -3.56338
O 1.21939 3.32933 -4.69069
F 0.60373 4.33553 -2.90987
C 1.17501 2.40194 -0.46561
O 2.45543 2.91821 -0.63834
C 2.69766 4.29993 -0.86770
C 1.81364 5.38767 -0.20933
C 1.42321 1.43112 0.81994
C 0.62865 2.11304 1.98893
C 0.84605 1.41612 3.38657
C -0.31936 1.83582 4.36754
C -0.55321 0.71327 5.41274
N -1.70287 1.06019 6.27352
C -2.94412 1.02022 5.52880
N -3.80492 1.93743 5.67746
N -3.16842 -0.05485 4.61030
P 3.21099 1.62143 1.48944
S 3.65025 3.28026 2.37968
H 5.09190 -3.80007 1.98166
H 5.99152 -3.18480 0.53101
H 4.30340 -3.85485 0.39609
H 5.29944 -1.10543 1.22136
H 4.03795 -1.75540 2.32909
H 3.76187 -0.47362 -0.28573
H 3.31432 -2.19634 -0.50330
H 2.06661 -0.94290 2.04141
H 0.83981 -2.91788 1.88383
H 0.84441 -2.92821 0.03549
H 2.26063 -3.36769 0.98036
H -0.50519 -1.21139 2.28487
H -1.00078 -1.78259 0.05499
H 2.21171 0.42286 -1.21872
H 1.58265 -1.86839 -1.69768
H 1.66637 -0.78700 -3.06544
H -1.17253 -1.39882 -1.99034
H 0.88284 -3.42739 -2.96357
H -0.90935 -3.64514 -2.53924
H -0.38485 -3.13403 -4.16556
H -1.02680 1.43983 -3.03114
H -1.29847 0.68395 -1.48906
H -3.23700 2.79329 -2.73910
H -2.88214 3.30565 -0.04710
H 1.02746 1.13292 -3.71226
H 2.40533 1.76933 -2.86271
H 0.50324 3.13521 0.01367
H 2.74340 4.51532 -1.96260
H 3.73865 4.50890 -0.53866
H 1.17419 5.02993 0.62831
H 2.41752 6.23143 0.16570
H 1.09964 5.82149 -0.94382
H 0.87428 3.19575 2.08621
H -0.46808 2.12772 1.84028
H 0.80311 0.31165 3.26919
H 1.77984 1.73674 3.88139
H -1.22948 2.16465 3.83258
H 0.07642 2.70595 4.93822
H -0.68918 -0.28133 4.92936
H 0.36007 0.63243 6.04365
H -1.73484 0.42738 7.07189
H -3.45087 2.61358 6.35468
H -4.15989 -0.10177 4.37970
H -2.90920 -0.91505 5.09748
H 3.45403 0.55892 2.40901
H 4.16913 1.41384 0.45513
C 3.15452 1.12490 -5.93393
C 2.35145 0.26244 -6.92611
C 2.31946 -1.23919 -6.63988
F 3.54911 -1.78977 -6.67614
F 1.57732 -1.87008 -7.57989
F 2.79204 0.50416 -8.17572
F 1.06293 0.71255 -6.88097
O 4.47333 1.48362 -6.31800
C 5.49820 0.57938 -6.05330
C 6.16099 0.06308 -7.33140
F 5.26679 -0.56379 -8.12258
F 7.12599 -0.83379 -7.02475
F 5.04599 -0.41905 -5.26379
F 6.41569 1.25150 -5.32526
H 2.62945 2.07623 -5.87449
H 3.12292 0.72355 -4.91750
H 1.86788 -1.44325 -5.66245
H 6.60690 0.88453 -7.89619
C -8.47009 -4.04350 3.83647
C -7.42884 -4.09213 2.70292
C -5.98532 -4.35440 3.13131
F -5.51232 -3.38722 3.94655
F -5.17713 -4.37674 2.03917
F -7.51524 -2.95853 1.97124
F -7.79643 -5.10957 1.87378
O -8.85022 -2.75440 4.29990
C -8.05621 -2.15223 5.26901
C -7.40808 -0.86493 4.76025
F -6.62238 -1.10050 3.68288
F -6.61673 -0.32523 5.71407
F -7.15132 -3.03106 5.74634
F -8.87385 -1.85019 6.29882
H -9.38828 -4.45434 3.41535
H -8.21611 -4.71290 4.65973
H -5.89454 -5.31975 3.63651
H -8.16472 -0.13154 4.47501
```

Mulliken population analysis, charges in e, atoms 1 to 6: atom 1 (C): -1.31, atom 2 (C): -0.82, atom 3 (C): -1.18, atom 4 (C): -0.84, atom 5 (C): -1.75, atom 6 (C): 1.48